The following is a quantum chemistry calculation of a 4-piece molecular cluster, C4H15NO3 overall in a non-equilibrium geometry, from OMol25.

The geometry in XYZ format:
```
23
Properties=species:S:1:pos:R:3:nbo_charge:R:1
C -0.96420 2.69754 -1.38486 -0.614
C -0.05842 1.73813 -2.03314 -0.298
C 0.54582 0.82038 -1.24509 -0.007
N 1.64913 0.06621 -1.72746 -0.621
C 2.49864 -0.68056 -0.70146 -0.443
H -1.73976 2.22169 -0.96026 0.205
H -0.51922 3.30049 -0.65860 0.206
H -1.53752 3.36299 -2.19115 0.190
H 0.18432 2.13650 -3.01184 0.203
H 0.18797 0.64967 -0.19139 0.203
H 2.23933 0.60261 -2.31227 0.369
H 2.66173 -1.55336 -1.34971 0.222
H 3.25400 -0.21149 -0.18092 0.183
H 1.79033 -1.11525 0.15037 0.198
O 0.39291 -4.16461 -1.79159 -0.949
H -0.41891 -4.28574 -2.42586 0.479
H 0.40786 -3.30416 -1.45800 0.471
O 1.71629 -0.56887 2.53960 -0.930
H 2.57460 -0.75057 2.10753 0.469
H 1.55164 -1.26290 3.10032 0.466
O -5.04394 1.13355 4.78430 -0.922
H -4.82273 0.15704 4.84755 0.461
H -6.01068 0.93554 4.55538 0.461
```

The HOMO energy is -7.748 eV. Its spin multiplicity is 1. Its molecular weight is 125.17 g/mol. The SMILES is C/C=C/NC.O.O.O. The value obtained for the max |F| is 0.120 Eh/bohr.